Formula: C2H3FS2
Source: the OMol25 dataset
Level of theory: ωB97M-V with the def2-TZVPD basis set

Bonds (Å) are listed after each position.
Positions of all 8 atoms, in Å:
1 C -0.38 0.30 -0.17  C2 1.567, S7 1.825, S8 1.664
2 C 0.76 -0.76 0.03  C1 1.567, H4 1.194, F6 1.244
3 H -1.39 2.06 -0.36  S7 1.406
4 H 0.54 -1.00 1.18  C2 1.194
5 H 0.47 -1.98 -0.68  no bonds
6 F 1.93 -0.33 -0.04  C2 1.244
7 S -0.04 2.08 0.03  C1 1.825, H3 1.406
8 S -1.89 -0.37 0.02  C1 1.664

Calculated values
LUMO level: -0.028 Eh
Energy relative to the best compared isomer or geometry (same formula, charge and spin): 2.3697 eV
Gap between HOMO and LUMO: 8.28 eV